Record 1
Below is a structure of composition C48H49ClN5PPdS3, with properties calculated with ωB97M-V with the def2-TZVPD basis set.

For the HOMO energy (spin up / spin down), the calculation gives -7.398 / -7.396 eV. Its net charge is 0. The LUMO energy (spin up / spin down) comes out at -2.1 / -2.2 eV. The calculation puts the largest force on an atom at 1.20 eV/A. The value obtained for the energy is -4256.304663 hartree. The HOMO-LUMO gap (spin up / spin down) is 5.25 / 5.25 eV.

CARTESIAN COORDINATES (ANGSTROEM)
1 Pd 0.94593 -0.51568 0.30537
2 N -1.32654 -0.22751 2.53354
3 C -0.65957 0.99588 2.43774
4 C -1.25916 2.09386 3.05435
5 C -0.58845 3.29234 3.08986
6 C 0.68320 3.35846 2.54070
7 C 1.17675 2.24884 1.89657
8 N 0.51707 1.08010 1.80527
9 C -0.71824 -1.45258 2.74031
10 C -1.40476 -2.46470 3.42285
11 C -0.76429 -3.66339 3.61589
12 C 0.54888 -3.82699 3.17020
13 C 1.13811 -2.78470 2.49869
14 N 0.50259 -1.62360 2.26386
15 H -2.25092 -0.14971 2.92535
16 H -2.23824 1.98257 3.49919
17 H -1.04506 4.15964 3.54831
18 H 1.26304 4.26877 2.54811
19 H 2.13143 2.28582 1.39966
20 H -2.41485 -2.29724 3.77200
21 H -1.27578 -4.46972 4.12490
22 H 1.09192 -4.74683 3.32722
23 H 2.14966 -2.83554 2.12369
24 Cl 1.80979 0.05912 -4.43543
25 C 0.21870 -0.54367 -4.12234
26 C -0.41583 -1.23124 -5.13609
27 C -1.73258 -1.64353 -4.96135
28 C -2.42988 -1.32924 -3.80514
29 C -1.78511 -0.65024 -2.78862
30 C -0.43172 -0.28790 -2.89576
31 C 0.21067 0.42792 -1.83548
32 H 0.11070 -1.42272 -6.05990
33 H -2.22261 -2.18832 -5.75830
34 H -3.47109 -1.60138 -3.70084
35 H -2.32880 -0.32898 -1.91301
36 H -0.39956 0.93134 -1.09181
37 H 1.15937 0.87642 -2.06101
38 S 2.90012 0.72164 -0.29239
39 C 3.42966 -0.31395 0.94946
40 N 3.79427 -1.04769 1.76846
41 S 0.48574 3.38034 -1.13952
42 P -1.50793 3.57357 -1.12341
43 S -2.59773 2.07835 -0.37042
44 C -1.92704 5.12004 -0.24070
45 C -0.95522 6.07038 0.05060
46 C -1.29476 7.23607 0.72536
47 C -2.60729 7.45854 1.11152
48 C -3.58282 6.51276 0.82107
49 C -3.24416 5.34857 0.15156
50 C -2.04763 3.90251 -2.83923
51 C -2.84058 2.99594 -3.52917
52 C -3.15015 3.20964 -4.86665
53 C -2.67957 4.33926 -5.51618
54 C -1.89874 5.25904 -4.82539
55 C -1.57973 5.03865 -3.49719
56 H 0.06902 5.88175 -0.24554
57 H -0.53102 7.96964 0.94923
58 H -2.87167 8.36551 1.63987
59 H -4.60883 6.68203 1.12179
60 H -3.99707 4.59924 -0.05954
61 H -3.22248 2.13080 -3.00390
62 H -3.76576 2.49454 -5.39735
63 H -2.92209 4.50899 -6.55728
64 H -1.53287 6.14508 -5.32800
65 H -0.95382 5.74724 -2.96713
66 C -2.12452 -6.09080 0.11704
67 C -1.88598 -4.60813 -0.00055
68 C -2.93362 -3.70576 0.17870
69 C -2.69411 -2.34523 0.09296
70 C -3.81270 -1.34955 0.23896
71 C -1.40993 -1.90036 -0.20324
72 C -0.32146 -2.77108 -0.40810
73 C -0.61116 -4.14878 -0.27225
74 N 0.92585 -2.23787 -0.68238
75 C 1.98182 -3.01737 -1.37482
76 C 2.70005 -4.03568 -0.46192
77 C 3.75080 -4.82050 -1.25888
78 C 3.07659 -5.53664 -2.43398
79 C 2.43503 -4.50726 -3.37100
80 C 3.49850 -3.54407 -3.89344
81 C 4.13748 -2.83294 -2.70289
82 C 4.81279 -3.85898 -1.79258
83 C 3.07251 -2.08320 -1.89722
84 C 1.36929 -3.71900 -2.60723
85 H -3.11800 -6.30158 0.51085
86 H -1.39064 -6.55310 0.77927
87 H -2.03943 -6.58176 -0.85427
88 H -3.93419 -4.06986 0.38135
89 H -4.63466 -1.76223 0.82442
90 H -4.21920 -1.06996 -0.73677
91 H -3.47083 -0.42439 0.70234
92 H -1.27480 -0.82529 -0.29062
93 H 0.17260 -4.88003 -0.35583
94 H 2.00103 -4.73869 -0.01245
95 H 3.18100 -3.48776 0.35261
96 H 4.21829 -5.55554 -0.59760
97 H 2.31484 -6.23183 -2.06482
98 H 3.81588 -6.12794 -2.98246
99 H 1.95702 -5.02303 -4.20923
100 H 3.03893 -2.81164 -4.56443
101 H 4.25792 -4.08451 -4.46679
102 H 4.87702 -2.10862 -3.05526
103 H 5.30687 -3.35069 -0.95956
104 H 5.57976 -4.41095 -2.34445
105 H 2.61615 -1.29837 -2.50018
106 H 3.56423 -1.61159 -1.05282
107 H 0.56702 -4.39621 -2.32488
108 H 0.92528 -2.95360 -3.24957

Record 2
Below is a structure of composition C48H49N7O5P2ReSSe2, with properties calculated with ωB97M-V with the def2-TZVPD basis set.

Its expectation value of S² is 0.85. For the HOMO energy (spin up / spin down), the calculation gives -7.778 / -7.534 eV. Its net charge is 0. The LUMO energy (spin up / spin down) comes out at -1.2 / -1.0 eV. The calculation puts the largest force on an atom at 4.89 eV/A. The value obtained for the energy is -8580.086244 hartree. The HOMO-LUMO gap (spin up / spin down) is 6.57 / 6.56 eV. The spin multiplicity is 2. Its energy above the lowest of the compared OMol25 structures with the same formula, charge and spin is 133.3 kJ/mol.

CARTESIAN COORDINATES (ANGSTROEM)
1 Re -0.33098 0.61309 -0.26855
2 O 4.68116 3.59414 -2.10692
3 C 5.09051 2.41680 -1.68796
4 O 6.24466 2.06447 -1.73828
5 C 4.05588 1.50069 -1.12688
6 C 4.35400 0.26618 -0.58914
7 N 3.19929 -0.27273 -0.17235
8 N 2.16360 0.53009 -0.40066
9 C 2.65462 1.61476 -0.97807
10 C 1.68592 2.67418 -1.40749
11 O 2.11465 3.69713 -1.94678
12 O 0.46064 2.41812 -1.18753
13 H 3.68325 3.68101 -2.08219
14 H 5.30618 -0.22834 -0.49623
15 H 3.03670 -1.19195 0.21031
16 Se -4.71964 -4.72328 -1.36306
17 P -4.20145 -3.98988 0.55103
18 C -5.65761 -3.31876 1.41375
19 C -6.87649 -3.23422 0.75751
20 C -8.00112 -2.79240 1.44148
21 C -7.90453 -2.44108 2.77824
22 C -6.68362 -2.52625 3.43446
23 C -5.55905 -2.96686 2.75955
24 C -3.65292 -5.30053 1.68114
25 C -2.67328 -5.07174 2.63731
26 C -2.35120 -6.08109 3.53412
27 C -3.00992 -7.29988 3.48380
28 C -3.99115 -7.52296 2.52566
29 C -4.31152 -6.52575 1.61971
30 C -3.00311 -2.62645 0.62184
31 C -1.75198 -2.28609 0.07564
32 N -1.53727 -0.98671 0.42427
33 N -2.56791 -0.57738 1.17423
34 N -3.42854 -1.53323 1.29994
35 P -0.56955 -3.22428 -0.90485
36 Se 1.29328 -2.23382 -1.07605
37 C -0.35225 -4.84930 -0.12368
38 C 0.61443 -4.96075 0.87269
39 C 0.84688 -6.18283 1.47767
40 C 0.13069 -7.30280 1.07813
41 C -0.83166 -7.19414 0.08805
42 C -1.08397 -5.96824 -0.50971
43 C -1.32735 -3.42001 -2.53616
44 C -2.25914 -2.48946 -2.98337
45 C -2.81307 -2.62664 -4.24537
46 C -2.43748 -3.68537 -5.05890
47 C -1.47959 -4.59189 -4.62541
48 C -0.91330 -4.45452 -3.36902
49 H -6.94437 -3.51696 -0.28472
50 H -8.95264 -2.73204 0.92906
51 H -8.78287 -2.10288 3.31368
52 H -6.60902 -2.25241 4.47926
53 H -4.60664 -3.03170 3.26790
54 H -2.14832 -4.12803 2.68302
55 H -1.57978 -5.90389 4.27341
56 H -2.75642 -8.08206 4.18902
57 H -4.50482 -8.47529 2.48430
58 H -5.05781 -6.69074 0.85163
59 H 1.19298 -4.09409 1.16114
60 H 1.59659 -6.26178 2.25452
61 H 0.32524 -8.26288 1.53956
62 H -1.39832 -8.06279 -0.22080
63 H -1.84841 -5.88909 -1.27170
64 H -2.57884 -1.68452 -2.33216
65 H -3.56333 -1.92484 -4.58771
66 H -2.90546 -3.81203 -6.02674
67 H -1.18665 -5.41534 -5.26374
68 H -0.16743 -5.15977 -3.02485
69 C -3.11453 2.79709 0.03040
70 C -2.41528 3.36727 1.22312
71 C -2.86351 4.52232 1.83179
72 C -2.22364 5.05367 2.94303
73 C -1.10315 4.41956 3.46262
74 C -0.61194 3.26524 2.89000
75 C 0.57529 2.54936 3.46320
76 C -1.25006 2.71932 1.74552
77 N -0.76042 1.61452 1.16442
78 H -3.98717 3.39363 -0.23438
79 H -3.43713 1.77442 0.23595
80 H -2.43756 2.77399 -0.82652
81 H -3.73093 5.02745 1.42406
82 H -2.60224 5.95107 3.41407
83 H -0.60346 4.83056 4.33161
84 H 0.96322 3.07419 4.33491
85 H 1.37436 2.46705 2.72248
86 H 0.27712 1.54097 3.75285
87 O -0.54254 -2.51971 3.39288
88 S -0.07855 -1.11379 3.51462
89 C 0.78538 -1.02072 5.14805
90 C 2.17965 -0.47690 4.89404
91 C 2.65212 -1.19108 3.63319
92 C 1.53126 -1.02413 2.61497
93 H 0.81516 -2.05511 5.49284
94 H 0.18139 -0.42454 5.83073
95 H 2.84005 -0.65356 5.74449
96 H 2.14816 0.59933 4.71408
97 H 2.80181 -2.25213 3.84814
98 H 3.59628 -0.78231 3.26753
99 H 1.48294 -1.80134 1.85164
100 H 1.54293 -0.04431 2.13642
101 C -2.15004 0.41671 -5.24808
102 C -0.72187 0.10434 -4.77253
103 C 0.24901 1.22027 -5.19855
104 C -0.25851 -1.26524 -5.29884
105 C -0.71084 0.07994 -3.31880
106 N -0.63039 0.08628 -2.17356
107 H -2.15310 0.46352 -6.33718
108 H -2.49415 1.37482 -4.85813
109 H -2.84144 -0.36343 -4.93141
110 H 0.29138 1.26614 -6.28619
111 H 1.25241 1.03042 -4.81674
112 H -0.08490 2.18742 -4.82152
113 H -0.08178 -1.18903 -6.37192
114 H -1.01891 -2.02400 -5.11983
115 H 0.66506 -1.58354 -4.81425